# 1
Here is one molecule with the formula C6H7NO2 from OMol25. Energies are from ωB97M-V with the def2-TZVPD basis set.

Summary:
HOMO   -0.2979 Eh
Multiplicity   1
Energy relative to the best compared isomer or geometry (same formula, charge and spin)   101.1 kcal per mole
Gap between HOMO and LUMO   9.04 eV
SMILES   N=C=C[C@H]1[C@H]2OCO[C@@H]12

Geometry as XYZ:
```
16
C6H7NO2 (ωB97M-V with the def2-TZVPD basis set)
N -3.69 0.55 -0.18
C -2.58 0.24 0.22
C -1.34 -0.17 0.53
C -0.34 -1.05 -0.06
C 0.84 -0.60 -0.96
O 1.05 0.76 -0.99
C 1.51 1.22 0.33
O 1.56 0.02 1.14
C 1.07 -1.08 0.45
H -4.19 1.29 -0.53
H -1.00 0.11 1.58
H -0.64 -2.01 -0.37
H 1.29 -1.12 -1.71
H 0.92 2.11 0.58
H 2.49 1.56 0.26
H 1.56 -1.91 0.78
```

---

# 2
Here is a 2-piece molecular cluster, C4H12N2 overall from OMol25. Energies are from ωB97M-V with the def2-TZVPD basis set.

Summary:
HOMO   -0.3215 Eh
Multiplicity   1
Energy relative to the best compared isomer or geometry (same formula, charge and spin)   55.4 kcal per mole
Gap between HOMO and LUMO   9.75 eV
SMILES   C=CN.CCN

Geometry as XYZ:
```
18
C4H12N2 (ωB97M-V with the def2-TZVPD basis set)
C -2.07 -0.03 -2.50
C -0.74 -0.40 -2.67
N -0.32 -1.75 -3.08
H -2.79 -0.51 -3.18
H -2.49 0.76 -1.77
H 0.19 0.19 -2.44
H -1.10 -2.43 -3.17
H 0.12 -1.57 -4.00
C 0.68 1.44 3.10
C 1.42 0.56 1.94
N 0.77 -0.77 1.63
H -0.32 1.83 2.87
H 1.30 2.27 3.15
H 0.62 0.81 4.02
H 2.46 0.40 2.36
H 1.54 1.17 1.06
H 0.93 -1.17 0.75
H -0.20 -0.80 1.91
```

---

# 3
Here is a 2-piece molecular cluster, C17H25N2O6 overall from OMol25. Energies are from ωB97M-V with the def2-TZVPD basis set.

Summary:
HOMO   -0.0526 Eh
Total charge   -1
Multiplicity   1
Gap between HOMO and LUMO   2.30 eV

Geometry as XYZ:
```
50
C17H25N2O6 (ωB97M-V with the def2-TZVPD basis set)
C 3.53 0.86 -1.93
C 2.98 1.48 -3.29
O 3.30 0.86 -4.35
N 2.17 2.70 -3.46
C 2.88 3.94 -3.16
C 4.17 4.11 -2.23
O 2.40 5.00 -3.66
C 0.91 2.67 -2.70
C 0.64 3.20 -1.40
C -0.92 2.87 -1.27
O -1.55 3.52 -0.39
O -1.36 1.90 -2.23
C -0.40 2.02 -3.31
O -0.55 1.70 -4.51
H 4.66 0.68 -2.04
H 3.28 1.57 -1.07
H 3.02 -0.15 -1.77
H 3.98 3.72 -1.17
H 4.38 5.24 -2.14
H 5.07 3.65 -2.75
H 1.34 3.72 -0.67
C -2.04 -3.11 3.68
C -1.08 -2.86 2.50
C -1.67 -3.49 1.22
C -2.88 -2.77 0.64
C -2.92 -1.28 0.96
C -1.54 -0.65 1.29
N -0.96 -1.40 2.40
O 0.26 -0.90 2.80
C -1.82 0.79 1.73
C -0.68 -0.59 0.02
C 0.22 -3.64 2.79
H -1.63 -2.70 4.61
H -2.22 -4.18 3.84
H -3.02 -2.63 3.52
H -0.89 -3.52 0.44
H -1.94 -4.54 1.40
H -2.89 -2.92 -0.45
H -3.80 -3.24 1.01
H -3.39 -0.75 0.12
H -3.59 -1.13 1.81
H -2.40 0.81 2.66
H -2.40 1.32 0.97
H -0.90 1.36 1.89
H -1.19 -0.01 -0.76
H -0.47 -1.57 -0.41
H 0.28 -0.10 0.20
H 0.01 -4.71 2.90
H 0.69 -3.32 3.73
H 0.95 -3.53 1.99
```